Record 1
C24H36F6Na2O18P as an isolated structure, computed with ωB97M-V/def2-TZVPD.

Last column: Löwdin charge in e.
Atoms and positions in Å:
Na -0.3039 -4.2642 -4.0500  0.312
Na -0.1621 0.5447 -4.3664  0.582
P -0.3741 -1.1034 -1.2891  0.256
F 0.8780 -1.5462 -0.2489  -0.176
F -0.0212 -2.4414 -2.2242  -0.282
F -1.5634 -1.7926 -0.4813  -0.110
F -1.3012 -0.7132 -2.5083  -0.182
F -0.8222 0.2893 -0.5493  -0.141
F 0.7439 -0.3357 -2.2072  -0.213
C 5.0529 0.3540 -2.2217  -0.015
C 4.5488 -0.4662 -0.9531  -0.257
C 3.8830 -1.8759 -1.4154  -0.044
O 4.8253 -2.8990 -1.0345  0.090
C 5.8702 -2.3101 -0.5222  -0.543
O 6.7959 -2.9145 0.0347  0.114
O 5.6794 -0.9705 -0.3333  0.054
H 4.2903 0.9667 -2.7025  0.060
H 5.4065 -0.3944 -2.9309  0.077
H 5.9278 0.9881 -2.0787  0.082
H 4.0939 0.2798 -0.3014  0.140
H 3.6231 -2.0228 -2.4637  0.126
H 2.9310 -2.0157 -0.9033  0.087
C 1.1939 2.6843 -1.7004  -0.021
C 2.2112 3.7696 -1.4199  -0.357
C 2.4891 4.6774 -2.6151  -0.146
O 2.4451 5.9472 -2.0686  0.086
C 2.0391 5.8762 -0.7474  -0.466
O 1.8508 6.8425 -0.0643  0.181
O 1.6718 4.5838 -0.4401  0.098
H 1.5129 2.2807 -2.6614  0.065
H 0.2036 3.0465 -1.9763  0.092
H 0.8809 2.0361 -0.8818  0.074
H 3.1992 3.3582 -1.2133  0.152
H 1.7648 4.4587 -3.3997  0.123
H 3.3942 4.2915 -3.0841  0.133
C 2.6216 -1.2098 2.3817  0.009
C 1.7844 0.0512 2.0974  -0.353
C 0.6697 0.1770 3.0883  -0.071
O 0.6871 1.5658 3.4582  0.076
C 1.7816 2.1142 2.9642  -0.424
O 1.9845 3.3941 3.1108  0.046
O 2.5466 1.2261 2.1783  0.065
H 3.4113 -1.1746 1.6312  0.073
H 2.0742 -2.1494 2.4564  0.072
H 3.0876 -1.2443 3.3665  0.097
H 1.5048 0.1481 1.0483  0.124
H 0.8032 -0.3814 4.0149  0.144
H -0.3387 -0.0379 2.7346  0.124
C 1.4126 -4.7241 1.0941  -0.025
C 0.0117 -4.5658 1.6539  -0.274
C -1.0787 -5.2526 0.7796  -0.059
O -1.8261 -6.1462 1.6750  0.092
C -1.0412 -6.3578 2.7039  -0.604
O -1.0939 -7.3724 3.3482  0.154
O -0.1541 -5.3569 2.8723  0.080
H 1.6268 -4.2478 0.1374  0.076
H 1.5541 -5.7752 0.8426  0.091
H 2.2148 -4.4511 1.7797  0.084
H -0.2853 -3.5238 1.7732  0.137
H -0.6466 -5.7976 -0.0596  0.122
H -1.6374 -4.4599 0.2821  0.115
C -1.8956 3.9697 1.1527  -0.005
C -2.8754 3.1333 1.8812  -0.340
C -2.4124 1.6620 1.9793  -0.105
O -2.6123 1.3581 3.3179  0.077
C -3.1555 2.3679 3.9828  -0.586
O -3.3341 2.3599 5.1579  0.166
O -3.1823 3.4381 3.2000  0.112
H -1.8281 4.0303 0.0665  0.085
H -0.8706 3.8972 1.5163  0.092
H -2.2730 4.9698 1.3657  0.093
H -3.9120 3.1390 1.5442  0.151
H -1.3623 1.4848 1.7471  0.107
H -3.0950 1.0959 1.3456  0.116
C -6.6853 -0.0747 -3.0561  -0.028
C -6.1536 -0.0639 -1.6664  -0.300
C -5.0679 -1.0450 -1.1472  -0.124
O -4.0421 -0.1839 -0.8882  0.021
C -4.4907 1.1844 -1.0159  -0.477
O -3.7465 2.1703 -0.8747  0.109
O -5.7244 1.2642 -1.3402  0.139
H -5.9405 0.3221 -3.7460  0.093
H -7.6133 0.4815 -3.1884  0.093
H -6.9207 -1.0922 -3.3681  0.093
H -7.0889 -0.1539 -1.1139  0.148
H -4.7253 -1.7536 -1.9014  0.136
H -5.5255 -1.6182 -0.3409  0.136

- net charge = 0
- ⟨S²⟩ = 0.75
- Kohn-Sham gap (spin up / spin down) (eV) = 3.2 / 8.7
- 2S+1 = 2

---

Record 2
C24H36FMnO18 as an isolated structure, computed with ωB97M-V/def2-TZVPD.

Last column: Löwdin charge in e.
Atoms and positions in Å:
Mn 0.3095 -1.8521 1.7150  1.557
F 0.9970 -3.1768 3.9679  -0.599
C -7.5459 0.1553 3.9505  -0.027
C -7.0194 -0.3445 2.6224  -0.341
C -6.4646 0.7478 1.7904  -0.107
O -5.1114 0.3385 1.5767  0.053
C -4.8609 -0.8962 2.1795  -0.436
O -3.7835 -1.5208 2.1613  0.080
O -5.9700 -1.2746 2.8927  0.089
H -8.3262 0.9086 3.8420  0.090
H -6.8229 0.6064 4.6302  0.092
H -7.9872 -0.6327 4.5607  0.088
H -7.8151 -0.8529 2.0778  0.155
H -6.5110 1.6909 2.3348  0.133
H -7.0496 0.7682 0.8710  0.139
C 7.7350 -2.0241 -2.5268  -0.013
C 6.2626 -2.5102 -2.7782  -0.253
C 5.9736 -4.0577 -2.6781  -0.054
O 4.7880 -4.0623 -1.9208  0.122
C 4.6060 -2.9581 -1.3552  -0.652
O 3.7182 -2.8115 -0.5267  0.099
O 5.5247 -2.0503 -1.6413  0.095
H 7.7888 -0.9778 -2.2261  0.082
H 8.3575 -2.1952 -3.4051  0.081
H 8.1660 -2.5607 -1.6816  0.083
H 5.9201 -2.0933 -3.7253  0.146
H 6.7425 -4.6519 -2.1843  0.138
H 5.8621 -4.4470 -3.6900  0.133
C 2.2401 6.1748 1.1352  -0.024
C 3.1365 4.9842 0.6889  -0.297
C 4.2604 4.6840 1.7254  -0.094
O 3.8788 3.4611 2.2863  0.073
C 2.9198 2.8993 1.5467  -0.478
O 2.6365 1.7051 1.7409  0.089
O 2.3050 3.8346 0.7198  0.070
H 1.2921 6.1675 0.5975  0.082
H 2.7137 7.1099 0.8363  0.080
H 2.1109 6.2720 2.2132  0.086
H 3.5357 5.2069 -0.3006  0.146
H 4.4733 5.4281 2.4929  0.142
H 5.1153 4.4750 1.0824  0.131
C 0.4969 3.3469 -4.9376  -0.024
C -0.0980 1.9639 -4.6321  -0.318
C 0.8740 0.8348 -4.8737  -0.044
O 0.6925 0.0331 -3.6645  0.106
C -0.0071 0.6983 -2.8024  -0.627
O -0.2743 0.3152 -1.6912  0.114
O -0.5299 1.8201 -3.2870  0.119
H -0.1733 4.2042 -5.0005  0.083
H 0.9433 3.3696 -5.9317  0.088
H 1.2425 3.6649 -4.2089  0.088
H -0.9499 1.8900 -5.3081  0.152
H 1.9020 1.1840 -4.9702  0.135
H 0.5805 0.2717 -5.7596  0.139
C 1.2337 -7.9893 -3.7813  -0.013
C -0.0570 -7.5009 -3.1021  -0.327
C -0.6344 -8.4991 -2.1601  -0.066
O -0.8670 -7.6645 -0.9789  0.071
C -0.3798 -6.4045 -1.1940  -0.540
O -0.3995 -5.4543 -0.3854  0.074
O 0.1652 -6.3365 -2.3606  0.119
H 1.4806 -7.4639 -4.7039  0.081
H 1.0594 -9.0079 -4.1279  0.084
H 2.1204 -8.0548 -3.1507  0.094
H -0.7618 -7.2373 -3.8907  0.158
H -0.0632 -9.4086 -1.9738  0.136
H -1.6041 -8.8906 -2.4675  0.136
C -4.7395 4.5858 5.9840  -0.003
C -3.8211 4.4019 4.7055  -0.344
C -2.6085 5.2492 4.4693  -0.042
O -1.6513 4.2626 3.8926  0.053
C -2.0906 3.0003 4.1523  -0.445
O -1.5406 1.9269 3.7927  0.080
O -3.3786 3.0724 4.6844  0.053
H -5.1178 5.5773 6.2326  0.078
H -4.0560 4.4802 6.8265  0.080
H -5.5872 3.9047 6.0592  0.080
H -4.5089 4.4803 3.8635  0.143
H -2.2602 5.7069 5.3952  0.134
H -2.7334 5.9997 3.6888  0.136

- net charge = +1
- ⟨S²⟩ = 8.80
- Kohn-Sham gap (spin up / spin down) (eV) = 6.5 / 6.8
- 2S+1 = 6
- energy above the lowest of the compared OMol25 structures with the same formula, charge and spin (kcal/mol) = 0.0

---

Record 3
C24H36IrN2O7S2Si4 as an isolated structure, computed with ωB97M-V/def2-TZVPD.

Last column: Löwdin charge in e.
Atoms and positions in Å:
Ir 0.9272 0.0821 -0.4945  1.112
O -5.1862 -0.5630 1.3279  0.184
C -4.1037 -0.4708 0.8379  -0.218
C -3.4893 0.8023 0.2264  -0.274
O -4.0544 1.8573 0.0924  0.131
C -2.1448 0.3927 -0.1788  -0.238
C -1.8667 -0.9188 0.0656  -0.315
O -0.7293 -1.4533 -0.2150  -0.229
C -3.0606 -1.6008 0.6509  -0.242
O -3.2092 -2.7710 0.8610  0.159
O -1.2572 1.1386 -0.8733  -0.283
O -0.2415 0.3601 3.8711  0.077
C 0.9818 0.0892 4.3686  -0.254
C 1.0940 0.0345 5.7584  -0.010
C 2.3027 -0.2581 6.3510  -0.076
C 3.4339 -0.4998 5.5717  -0.090
C 3.3349 -0.4291 4.2001  -0.029
C 2.1199 -0.1300 3.5738  -0.075
C 2.0563 -0.0616 2.0982  -0.402
O 0.9057 0.1822 1.5341  -0.183
N 3.1399 -0.2442 1.4155  0.042
N 2.8759 -0.1974 0.0500  -0.260
C 3.9296 -0.2877 -0.6843  -0.900
S 5.5064 -0.4341 0.0535  0.977
C 6.3945 -0.3568 -1.5308  -0.512
C 5.5283 -1.0136 -2.5830  -0.494
S 3.8681 -0.2970 -2.4276  0.930
H -0.1777 0.3558 2.8987  0.074
H 0.2041 0.2244 6.3436  0.120
H 2.3720 -0.2967 7.4306  0.105
H 4.3789 -0.7398 6.0396  0.099
H 4.1997 -0.6055 3.5754  0.107
H 7.3409 -0.8816 -1.4042  0.082
H 6.5866 0.6887 -1.7686  0.078
H 5.4505 -2.0872 -2.4142  0.083
H 5.8779 -0.8246 -3.5968  0.084
C 0.7692 -1.8927 -4.0221  -0.228
Si 0.1618 -2.1711 -2.2777  0.498
C -1.2874 -3.3247 -2.2563  -0.147
C 1.5853 -2.8707 -1.2982  -0.207
Si -0.5328 0.5217 -2.3857  0.465
Si 0.6884 2.5309 -2.8446  0.419
C 1.2352 2.3021 -4.6292  -0.211
C -0.5274 3.9349 -2.6430  -0.199
C 2.1948 2.8815 -1.7877  -0.228
Si -2.4440 0.3502 -3.7824  0.442
C -2.0183 0.2431 -5.6032  -0.205
C -3.3939 1.9347 -3.5225  -0.188
C -3.5769 -1.0997 -3.4053  -0.192
H 1.1320 -2.8468 -4.4244  0.048
H 1.5976 -1.1818 -4.0411  -0.007
H -0.0096 -1.5327 -4.6944  -0.003
H -0.8959 -4.3352 -2.4127  0.053
H -2.0023 -3.1156 -3.0501  0.011
H -1.8116 -3.3145 -1.3030  0.031
H 1.6078 -3.9607 -1.4254  0.045
H 1.4843 -2.6744 -0.2332  0.025
H 2.5315 -2.4668 -1.6499  -0.019
H 0.3873 2.0648 -5.2734  0.005
H 1.9577 1.4846 -4.7069  0.018
H 1.7129 3.2041 -5.0247  0.036
H -1.2490 3.9571 -3.4603  0.014
H -0.0128 4.8990 -2.6146  0.035
H -1.0873 3.8224 -1.7118  0.037
H 3.0545 2.2961 -2.1111  -0.019
H 2.0204 2.6750 -0.7279  0.015
H 2.4548 3.9410 -1.8695  0.039
H -1.4947 1.1312 -5.9605  0.018
H -2.9573 0.1664 -6.1598  0.043
H -1.4150 -0.6277 -5.8601  0.014
H -2.9154 2.7723 -4.0308  0.020
H -3.5016 2.1971 -2.4667  0.028
H -4.3983 1.8136 -3.9368  0.044
H -3.3964 -1.9259 -4.0948  0.030
H -4.6129 -0.7771 -3.5366  0.042
H -3.4827 -1.4825 -2.3883  0.016

- net charge = 0
- ⟨S²⟩ = 0.75
- Kohn-Sham gap (spin up / spin down) (eV) = 7.5 / 7.1
- 2S+1 = 2
- energy above the lowest of the compared OMol25 structures with the same formula, charge and spin (kcal/mol) = 7.6